C27H78BeNO13 as an isolated structure, computed with the ωB97M-V functional and the def2-TZVPD basis.

Each line ends with the Löwdin charge.
Atoms and positions in Å:
H -1.00894 1.26829 -3.36352  0.10
H 1.20357 -1.01626 -4.71199  0.10
H 1.65311 -0.73434 3.30201  0.09
H -2.14006 3.49779 -4.28769  0.08
H 6.36976 -0.66739 -0.98457  0.07
H 5.58858 -1.22960 1.48188  0.05
N 0.37412 0.89365 1.22748  -0.13
H -0.91728 -6.76476 1.81880  0.08
H -0.76107 -2.14347 2.20894  0.07
H 0.58368 0.98976 -1.75274  0.04
H -2.88872 -4.72137 3.97947  0.07
C 0.55631 1.68915 3.60900  -0.05
H -4.59482 -5.07064 4.58221  0.08
H -4.90054 4.14547 1.41576  0.07
C 1.12611 -2.10139 -4.77976  -0.36
H 1.38643 5.69867 3.87739  0.05
H 0.33149 2.72668 3.36183  0.04
H -5.91003 2.75570 1.22525  0.07
H -4.90602 -4.78530 2.36665  0.14
H -2.94809 2.08192 -4.91523  0.07
H 3.19055 2.44368 1.57846  0.00
C -1.64859 0.62230 2.90998  -0.02
H -1.32922 -1.11374 -1.21022  0.08
H -3.92148 3.61386 -0.89398  0.09
C 0.30076 -1.92003 2.10560  -0.16
H 6.34883 2.44420 -2.85022  0.08
H 1.63593 1.55977 3.68524  0.06
H 2.21676 3.64342 -5.69181  0.10
H -1.75582 0.44705 -0.39185  0.06
H -3.71191 -2.04239 2.36280  0.07
O 1.87782 -2.93606 -4.00265  -0.07
H 0.82113 -2.83998 2.37208  0.11
H -1.69025 -1.00926 0.43083  0.06
H 4.95713 2.09380 -1.32955  0.11
C 4.90609 -1.54394 2.27151  -0.03
C -0.67016 -5.07953 -0.41124  -0.06
C -3.88773 -4.33963 4.19008  -0.06
H -5.15956 -2.30241 3.78583  0.07
H -0.50040 5.28183 -1.78335  0.04
H 1.29871 -0.59362 -1.75393  0.08
H -1.94744 5.40507 2.49798  0.04
H 4.10005 3.57234 2.01532  0.04
H 4.04199 -1.86487 1.68977  0.05
C -3.76584 -3.05057 1.95199  -0.06
H 4.75330 -0.15595 -0.74696  0.05
H 3.93127 -0.12317 3.80232  0.09
H -6.13936 4.15650 -1.97293  0.08
Be 0.90748 4.69780 1.11509  0.77
C -4.58553 -3.88389 2.88900  -0.47
H 2.82881 0.23887 1.84705  0.04
H 5.36094 -0.17499 -2.36720  0.07
H -0.58594 -4.58713 -1.38002  0.08
C -5.01106 3.23108 0.83285  -0.08
H 3.04006 5.57207 -4.43102  0.08
O -0.35085 4.62717 -1.10123  -0.12
H 1.45148 2.72253 -2.89608  0.06
C 0.57894 -0.73528 3.11696  -0.11
O -0.15909 2.16990 0.75655  -0.30
H -0.77392 -1.71463 -3.68514  0.05
H -3.74013 -3.56964 4.94733  0.08
O -1.54558 4.63956 2.08721  -0.08
H 5.29028 -2.24423 3.01319  0.07
C 1.06924 0.25541 -1.11004  -0.02
H 5.34092 0.54090 3.02855  0.10
H -1.66133 -4.83808 -0.02729  0.07
C 0.24786 -0.15506 0.14053  -0.47
C 2.03826 3.85250 -4.63705  -0.31
C -4.97201 3.40281 -0.69414  -0.33
C 5.87512 1.52662 -1.17568  -0.32
H 1.18975 -6.45509 -0.92236  0.08
C 5.64130 0.06106 -1.34067  -0.09
C -0.75588 -6.58093 -0.38661  -0.49
O -1.71484 2.59854 -1.95523  -0.11
H -3.67003 2.79838 -3.60795  0.07
O -5.98840 4.29237 -1.03467  -0.06
H -0.00831 -0.89329 4.02155  0.11
H -1.53154 1.99632 -1.23044  0.04
H 1.09174 4.38451 -4.73275  0.10
O -5.63123 -3.05716 3.42598  -0.07
H 1.72356 4.23068 4.02984  0.04
C -2.67125 2.59275 -3.99301  -0.07
H -4.27233 2.52134 1.20520  0.05
H 0.28843 1.46702 4.64195  0.08
H 6.20520 1.86463 -0.19340  0.11
H -1.30128 -8.21752 0.84681  0.08
C -1.37761 -7.13156 0.90139  -0.05
H -0.70153 3.81508 -1.46696  -0.03
C -1.16026 -0.46494 -0.35079  -0.03
H -2.71301 -3.29529 1.81147  0.06
C 0.76713 -1.49291 0.70552  -0.14
C 1.89726 2.51468 -3.86879  -0.07
H -4.19794 -3.00118 0.95251  0.09
H -1.99466 0.93550 3.89499  0.07
O 6.80764 1.95261 -2.16507  -0.09
H 2.85012 2.01011 -3.70890  0.07
O 3.21784 3.39402 1.68954  -0.10
H 2.05834 0.57155 -0.77858  0.08
C -0.07446 0.63081 2.64941  -0.43
H -1.40361 -6.93175 -1.19002  0.13
O 1.24885 4.84403 3.46887  -0.10
H -2.66978 0.96442 -2.74147  0.12
H 1.46139 -2.41321 -5.76893  0.11
H 0.50879 -2.42546 0.20381  0.09
O 3.06793 4.67847 -4.08126  -0.08
C 4.47032 -0.09170 2.85547  -0.27
C -1.93140 1.72271 -3.00203  -0.32
H 2.81595 -2.75155 -4.08912  0.09
H -2.07201 -0.37524 2.79280  0.04
H -0.83310 -2.09966 -5.36508  0.07
H -2.31166 1.15084 2.22509  0.05
H 0.05374 -4.63293 0.27038  0.08
O 0.58229 -7.04901 -0.47532  -0.05
C -0.34587 -2.38310 -4.43214  -0.07
H -2.44140 -6.91673 1.00290  0.07
H -2.22634 3.96722 2.11497  0.03
O 3.72420 0.58470 1.86394  -0.13
H -5.20922 2.53818 -1.31399  0.11
H 1.15749 2.02685 -4.50350  0.07
H 1.85667 -1.49200 0.73716  0.10
H -0.57106 -3.41271 -4.15414  0.07

The calculation puts the gap between HOMO and LUMO (alpha / beta) at 6.5597 / 5.5513 eV. The HOMO energy (alpha / beta) comes out at -6.300 / -6.281 eV. The spin multiplicity is 2. The value obtained for the LUMO energy (alpha / beta) is 0.260 / -0.730 eV. Its expectation value of S² is 0.75. The total energy comes out at -2122.78006 a.u.


A 9-piece molecular cluster, C27H78N12O9 overall, computed with the ωB97M-V functional and the def2-TZVPD basis.

Each line ends with the Löwdin charge.
Atoms and positions in Å:
C -2.19625 -0.50134 3.51186  -0.05
H -0.34834 -2.74394 -0.65046  0.04
H 2.73216 -1.01661 -3.32655  0.08
H -4.75552 1.87459 0.32744  0.08
H -3.20501 3.78377 -0.70025  0.09
H 5.28431 -3.99500 -1.50493  0.06
C 3.32739 -1.06863 3.60222  -0.42
H 0.03420 2.38067 0.17619  0.06
C -2.60803 2.94457 -2.47985  -0.42
N 1.38283 0.51917 -0.89354  0.20
H -4.13993 -5.54505 -3.51718  0.08
H -2.07563 0.57889 3.46492  0.07
H -5.27677 0.92275 1.79612  0.08
O 1.23842 3.51676 -0.97415  -0.03
C -1.53315 1.98605 -2.92413  -0.22
O -4.13823 -2.51392 -2.15855  -0.19
H -1.22889 -2.49109 1.15614  0.03
H 6.97063 -2.00138 -4.09007  0.06
C -3.41338 -0.96008 1.34739  -0.21
H 1.73315 -0.36626 -1.21164  0.07
H -0.46156 3.05427 2.49078  0.06
H -1.54796 1.10755 -2.25843  0.11
O 2.17089 5.98635 3.66443  -0.18
O -1.79765 1.53637 -4.23051  -0.17
C -4.76701 0.90989 0.82731  -0.10
H -4.17220 -1.57024 0.82861  0.13
H 3.56758 5.92230 5.13123  0.09
C 0.20448 0.35635 -0.23069  -0.65
N -3.59456 -2.43905 3.27878  0.05
H -4.49032 -2.82212 3.00114  0.08
H 6.69711 -3.02631 -1.75391  0.08
N -1.10157 -3.45394 1.39566  0.17
H -2.96562 -4.23886 -1.81414  0.13
H 4.36302 -2.85659 0.25999  0.08
H 0.38145 -4.24376 -1.29773  0.10
O -3.46598 0.38419 0.89490  -0.20
N -0.00042 -3.68761 -0.55674  0.15
H 0.81496 5.75709 2.12605  0.11
C -3.48272 -1.04437 2.85704  -0.42
H -3.56508 2.40644 -2.60297  0.14
H 2.92784 5.23647 -0.35038  0.11
H 1.79910 -0.38572 2.22376  0.06
H -0.56839 -0.14668 -4.09906  0.08
C -0.93616 3.94581 2.91241  -0.07
C 6.12876 -3.85960 -2.18461  -0.06
H -3.18188 -0.70610 -2.26122  0.08
O 2.93406 -2.39097 1.64740  -0.19
N 6.86359 -2.97309 -4.38019  0.03
H 0.06154 6.62016 4.40024  0.06
N -2.39699 3.30615 -1.07845  0.04
H -5.98357 -4.13539 -1.69433  0.14
H 3.09344 4.34126 4.60633  0.09
C 2.70228 5.35287 4.79896  -0.11
H -4.25082 -0.37036 3.26422  0.13
H 5.32555 -0.74083 4.32775  0.06
C -2.78750 4.16940 -3.35929  -0.05
N 1.98102 5.56228 -0.30672  0.16
N 4.36804 -0.44996 4.40742  0.02
H 1.77154 6.44763 0.11341  0.09
O -0.34152 -5.53447 0.77163  0.02
H 4.44497 -2.81110 2.93436  0.13
O 4.79959 -1.34069 -3.68138  -0.18
H 4.26771 0.48093 4.76244  0.06
C 3.34661 -2.45738 0.30483  -0.11
H 1.90625 0.54925 3.72306  0.07
H -1.37761 4.51433 2.09673  0.07
C -5.08240 -4.70845 -1.92911  -0.44
H -4.13238 -6.09550 -0.52628  0.07
H -2.48502 -2.00980 -3.23383  0.09
C 5.73764 -3.55701 -3.61846  -0.43
H -1.16969 1.28957 0.88784  0.08
H 3.48391 -0.01703 -4.56927  0.09
H -1.21204 -3.66813 2.36948  0.09
H 1.74952 4.30032 2.61267  0.13
H 2.76746 -1.72830 4.26955  0.13
H 2.64976 -3.03545 -0.30052  0.07
C -2.93568 -1.77027 -2.26517  -0.10
C 0.04864 4.70286 3.78673  -0.43
C 3.95720 -1.92583 2.51156  -0.21
H -2.52120 -1.38937 0.91170  0.07
H 0.20110 1.31084 -4.74623  0.09
H 7.72711 -3.38420 -4.03462  0.06
H 0.32131 4.07992 4.64070  0.13
H 4.05672 -2.90873 -4.77353  0.13
C 1.22635 5.20317 2.96612  -0.22
C 4.48780 -2.71608 -3.78256  -0.21
H -3.87939 -3.63147 -0.47222  0.12
H -5.12671 -4.40549 -3.90958  0.07
H -1.71724 3.63639 3.60826  0.08
N -5.07952 -5.21623 -3.28822  0.04
H -0.55825 6.02059 -0.24536  0.10
H 1.93583 1.33939 -0.70964  0.09
H -1.00845 5.79095 5.27517  0.07
H 5.49750 -4.45415 -4.19946  0.13
C -0.52989 -4.35048 0.53987  -0.66
C 2.49080 0.03540 2.95566  -0.06
H -3.50410 4.87529 -2.94292  0.08
H 3.33500 -1.46230 -0.16857  0.08
H 3.85927 0.32087 -2.94411  0.08
O -0.40567 -0.71072 -0.22017  -0.01
H -1.33662 -0.96801 3.01106  0.07
C 0.99210 4.69495 -0.68217  -0.66
H -0.53314 2.43730 -2.84766  0.13
H -2.26139 -1.93122 -1.42357  0.05
H -1.81923 4.67979 -3.48033  0.08
H 6.81530 -4.70493 -2.11335  0.08
C 3.66452 -0.52535 -3.61105  -0.12
H 3.74617 -3.03905 -3.04143  0.12
C -0.74241 0.75024 -4.71049  -0.12
H -3.47467 -2.58068 4.27083  0.07
H -5.41615 0.27000 0.20232  0.10
H -0.95539 4.36720 -0.79706  0.05
H -5.55165 -6.75396 -1.33317  0.07
H -5.79227 -5.60075 -0.05532  0.07
H 1.95180 5.25762 5.58780  0.08
H -0.98289 0.42771 -5.72244  0.09
N -0.38672 1.46903 0.27994  0.18
H -3.02178 3.94423 -4.39942  0.08
N -0.66138 5.90552 4.33088  0.04
N -0.28857 5.16215 -0.69115  0.16
H 3.12593 0.75332 2.43645  0.08
H 4.66437 -1.29773 1.95790  0.13
H -2.22176 2.44242 -0.57918  0.05
H -2.09425 -0.84852 4.54175  0.07
C -3.93889 -3.78765 -1.56146  -0.23
C -5.13458 -5.85025 -0.88626  -0.06

The calculation puts the gap between HOMO and LUMO at 9.1463 eV. The calculation puts the energy above the lowest of the compared OMol25 structures with the same formula, charge and spin at 0.00 kJ/mol. The HOMO energy comes out at -8.802 eV. The spin multiplicity is 1. The value obtained for the LUMO energy is 0.344 eV. The total energy comes out at -2409.74978 a.u.


- Which of these has the highest spin multiplicity?
  C27H78BeNO13


- Look up the spin multiplicity of the second one.
  1